Molecular formula: C35H78NO17PS8Si2
Method: DFT, wB97M-V/def2-TZVPD

The gap between HOMO and LUMO is 8.4 eV. Its spin multiplicity is 1. The calculation puts the HOMO energy at -8.21 eV. As for the total energy: -6820.03351 Eh. The LUMO energy comes out at 0.2 eV. As for the strongest force on any atom: 1.34 eV/A.

Positions of all 142 atoms, in Å:
S 5.181 4.221 4.448
S -5.174 2.763 -1.760
S -8.134 -1.981 0.671
S -0.325 -7.061 -4.236
S -2.112 -3.227 -2.252
S 0.152 10.435 1.431
S 3.178 -1.880 -1.057
S 1.741 -8.740 0.068
P 4.535 2.194 -0.234
Si 1.223 3.805 0.113
Si 2.656 1.431 0.735
O -1.607 -7.565 -4.667
O -0.245 -5.898 -3.382
O 3.118 -1.517 0.344
O -1.738 -2.176 -3.171
O -5.446 1.647 -0.883
O 6.050 5.076 3.684
O 2.473 -8.121 -1.013
O -1.126 -3.907 -1.449
O -7.086 -1.773 1.638
O -0.026 9.008 1.506
O 0.505 -9.442 -0.164
O -8.437 -3.301 0.172
O 3.921 -1.058 -1.985
O -0.841 11.281 0.819
O 3.843 4.636 4.790
O -6.118 3.151 -2.778
O 1.667 2.661 1.255
N 4.996 3.645 0.250
C 1.999 11.530 3.015
C -3.249 4.465 -1.048
C 2.308 11.922 1.564
C 2.856 -9.809 0.985
C 1.808 -8.637 -4.456
C 2.090 -7.330 -5.210
C -9.074 0.102 -0.702
C 3.707 -3.589 -1.226
C 1.812 5.410 2.347
C -9.561 0.215 0.749
C 5.130 2.602 3.686
C -3.130 -4.429 -3.114
C 6.287 1.847 4.332
C -4.693 -2.940 -1.903
C 0.648 -8.367 -3.494
C -2.928 3.921 -2.445
C 1.613 -3.370 -2.527
C -9.634 -1.217 1.276
C 0.533 11.079 3.066
C 1.492 -7.541 1.371
C 2.056 6.778 2.929
C -4.740 4.211 -0.787
C 6.236 2.192 5.826
C 2.475 -4.357 -1.734
C 0.730 -6.802 -5.658
C -7.882 -0.862 -0.710
C -3.568 2.539 -2.514
C -4.515 -4.360 -2.454
C 1.522 -2.116 -1.675
C 1.117 5.473 0.978
C 1.808 -8.310 2.650
C -3.398 -2.614 -1.170
C 6.049 3.710 5.939
C 1.745 10.797 0.701
C 3.068 -9.132 2.347
H 2.766 -5.216 -2.336
H -10.527 0.712 0.814
H 0.872 -2.275 -0.816
H 2.471 6.678 3.929
H -4.843 -2.239 -2.728
H -3.012 5.524 -0.966
H 7.135 1.868 6.348
H -1.855 3.871 -2.622
H 0.473 -7.165 1.322
H 1.957 -7.635 3.491
H -0.126 3.469 -0.417
H 1.528 -9.416 -5.168
H -5.550 -2.865 -1.237
H -10.476 -1.757 0.844
H -5.359 5.036 -1.135
H 3.781 -9.913 0.424
H -4.950 4.008 0.260
H 4.321 4.021 0.911
H 5.388 1.682 6.287
H -5.299 -4.619 -3.164
H 1.901 0.595 -0.207
H 2.200 -6.729 1.208
H -9.877 -0.298 -1.324
H 2.776 4.925 2.213
H -9.659 -1.286 2.361
H -0.142 11.911 3.255
H 1.607 11.069 -0.342
H 0.079 5.755 1.113
H 2.794 7.316 2.343
H 0.631 -3.778 -2.727
H 7.233 2.184 3.903
H -7.831 -1.443 -1.627
H -3.326 -3.161 -0.230
H 5.454 3.992 6.803
H -4.568 -5.077 -1.634
H 1.812 12.863 1.318
H 2.372 -10.778 1.085
H 1.258 4.764 3.017
H 3.265 -9.870 3.122
H 0.366 10.293 3.797
H 1.208 -1.232 -2.225
H 2.095 -3.142 -3.483
H 2.648 10.706 3.316
H 1.155 7.373 3.013
H 2.686 -8.986 -3.914
H 1.601 6.227 0.363
H 7.001 4.236 5.958
H -3.020 1.815 -1.913
H 5.225 2.698 2.604
H 1.899 -4.734 -0.886
H 2.757 -7.483 -6.057
H -8.844 0.792 1.337
H 4.170 2.152 3.941
H 3.377 12.052 1.398
H 6.205 0.774 4.162
H 4.528 -3.611 -1.939
H -2.648 3.937 -0.305
H 4.050 -3.945 -0.257
H -3.249 -1.551 -0.997
H 0.979 -8.977 2.897
H 2.352 9.895 0.777
H 2.561 -6.611 -4.535
H -3.696 2.166 -3.528
H 0.322 -7.389 -6.479
H 2.177 12.355 3.703
H -2.673 -5.407 -3.016
H 3.076 0.675 1.925
H 5.514 1.212 0.043
H 0.734 -5.746 -5.919
H 4.397 2.144 -1.637
H 1.006 -7.997 -2.533
H -3.366 4.570 -3.206
H -3.163 -4.139 -4.163
H 2.135 3.816 -1.050
H 0.015 -9.239 -3.349
H 3.933 -8.469 2.298
H -6.941 -0.336 -0.549
H -8.791 1.069 -1.113

Here are the Löwdin charges for atoms 1 to 6, given in e: 0.66, 0.66, 0.65, 0.68, 0.67, 0.66

Molecular formula: C4H7NO
Method: DFT, wB97M-V/def2-TZVPD

The gap between HOMO and LUMO (alpha / beta) is 6.9 / 8.6 eV. As for the energy above the lowest of the compared OMol25 structures with the same formula, charge and spin: 4.185 eV. Its spin multiplicity is 1. The calculation puts the HOMO energy (alpha / beta) at -8.85 / -9.58 eV. As for the total energy: -286.47784 Eh. The LUMO energy (alpha / beta) comes out at -1.9 / -1.0 eV. As for the strongest force on any atom: 0.66 eV/A.

Positions of all 13 atoms, in Å:
O 0.618 0.906 1.304
N -0.094 -0.187 -0.597
C -1.409 0.270 -0.110
C -2.104 -0.921 0.161
C 0.853 0.333 0.227
C 2.278 0.235 -0.284
H -1.635 -1.680 0.780
H -1.097 0.786 0.867
H -1.913 0.983 -0.765
H 2.690 1.243 -0.399
H -3.075 -1.182 -0.271
H 2.329 -0.295 -1.235
H 2.893 -0.282 0.459

Here are the Löwdin charges for atoms 1 to 6, given in e: 0.01, 0.08, -0.33, 0.16, -0.57, -0.02

- What is the strongest force on any atom in the first record?
  1.34 eV/A

Copy entry 2 word for word.
Molecular formula: C4H7NO
Method: DFT, wB97M-V/def2-TZVPD

The gap between HOMO and LUMO (alpha / beta) is 6.9 / 8.6 eV. As for the energy above the lowest of the compared OMol25 structures with the same formula, charge and spin: 4.185 eV. Its spin multiplicity is 1. The calculation puts the HOMO energy (alpha / beta) at -8.85 / -9.58 eV. As for the total energy: -286.47784 Eh. The LUMO energy (alpha / beta) comes out at -1.9 / -1.0 eV. As for the strongest force on any atom: 0.66 eV/A.

Positions of all 13 atoms, in Å:
O 0.618 0.906 1.304
N -0.094 -0.187 -0.597
C -1.409 0.270 -0.110
C -2.104 -0.921 0.161
C 0.853 0.333 0.227
C 2.278 0.235 -0.284
H -1.635 -1.680 0.780
H -1.097 0.786 0.867
H -1.913 0.983 -0.765
H 2.690 1.243 -0.399
H -3.075 -1.182 -0.271
H 2.329 -0.295 -1.235
H 2.893 -0.282 0.459

Here are the Löwdin charges for atoms 1 to 6, given in e: 0.01, 0.08, -0.33, 0.16, -0.57, -0.02

- What is the formula in the second record?
  C4H7NO